(1)
The following is a quantum chemistry calculation of C45H56Br2N6OSV as an isolated structure, from OMol25.

Atoms and positions in Å:
Br (1.0500, -0.6160, 6.2543)
Br (6.3043, 1.0172, 5.3736)
V (0.7268, -0.1496, 0.9275)
S (-1.8101, -0.4067, 1.1128)
O (0.8794, -0.6542, 3.2949)
N (2.9254, 0.0028, 1.3330)
N (6.6061, -6.1824, 0.5105)
N (-2.9371, -2.4068, -0.4888)
N (0.6368, 0.2759, -1.0233)
N (0.5806, 1.8660, 1.0459)
N (-3.2185, -2.4965, 1.8042)
C (-4.2706, -2.7462, -1.1039)
C (-2.6147, -1.9343, 0.7310)
C (0.6407, 2.6386, 2.1201)
C (0.6812, 4.6628, 0.8348)
C (1.2897, 6.9524, 1.8743)
C (5.7424, -5.4174, 0.6688)
C (1.0165, -2.2722, 0.8330)
C (5.1184, 0.9633, 0.9503)
C (4.4537, 0.4164, 3.1653)
C (-5.0434, -1.5882, -1.7012)
C (-4.4015, -4.3487, 4.9153)
C (4.0546, -4.2735, 2.0746)
C (4.7077, -4.4761, 0.8566)
C (-0.1756, 3.0124, -5.3089)
C (3.1754, 0.0023, 2.6665)
C (-4.8868, -5.1378, 3.7022)
C (4.6799, 0.4245, 4.5851)
C (3.9441, 0.3671, 0.4702)
C (0.6766, 4.0127, 2.0696)
C (2.3775, -0.1691, 5.0550)
C (-1.2505, 0.8973, -5.7103)
C (2.8487, -3.5136, 2.0897)
C (0.1035, 2.0521, -2.5559)
C (0.0993, -0.2497, -3.2779)
C (-0.9565, 6.4681, 0.8945)
C (4.1852, -3.9599, -0.3508)
C (0.5101, -0.6126, -2.0155)
C (3.7186, 0.3002, -0.9967)
C (3.6292, 0.2438, 5.4698)
C (-4.7830, -1.1703, -3.1807)
C (-3.4235, -3.9798, 1.9197)
C (0.9580, 6.7618, -0.6506)
C (1.2513, 0.8507, -5.7230)
C (3.0223, -3.2085, -0.3158)
C (0.5622, 6.1972, 0.7214)
C (-5.6571, -1.9056, -4.1957)
C (0.4464, 1.5765, -1.2667)
C (0.0127, 1.1501, -3.6155)
C (5.4053, 0.9700, 2.2840)
C (2.2803, -3.0194, 0.8968)
C (0.6660, 3.8374, -0.2721)
C (0.0157, 1.5014, -5.1056)
C (-4.8220, -4.3861, 2.3897)
C (0.6205, 2.4787, -0.1546)
C (2.0414, -0.3047, 3.6159)
H (0.9116, 7.8634, -0.5789)
H (-1.4861, 1.3398, -6.7096)
H (-5.4234, -4.8819, 1.6293)
H (-4.9162, -3.1718, -0.2991)
H (-4.9767, -0.0911, -3.2558)
H (-4.1036, -3.6378, -1.7315)
H (-2.7004, -4.4104, 2.5871)
H (-1.5194, 6.0300, 0.0405)
H (2.3464, -3.3633, 3.0407)
H (-1.1226, -0.1689, -5.8414)
H (0.7512, 4.5464, 3.0248)
H (-5.1333, -3.5302, 5.1577)
H (2.3774, 6.8438, 1.9932)
H (0.3014, 6.4858, -1.4542)
H (2.0169, 6.5165, -0.8748)
H (0.2855, -2.5609, 0.0610)
H (0.1162, 3.1227, -2.7500)
H (-6.7139, -1.9253, -3.8782)
H (0.5492, 4.2339, -1.2760)
H (0.6711, -1.6538, -1.7850)
H (-4.3009, -4.9499, 5.8116)
H (4.5219, -4.6631, 2.9688)
H (2.1275, 0.9403, -5.0676)
H (-4.8724, -0.6708, -1.0989)
H (-6.1324, -1.7392, -1.6874)
H (-1.1843, 3.2909, -4.9455)
H (-1.3537, 5.9748, 1.7777)
H (-2.1700, 1.0003, -5.0484)
H (-2.9517, -2.0618, 2.6806)
H (-4.2869, -6.0716, 3.6475)
H (0.5056, 2.1069, 3.0802)
H (2.7366, -2.8515, -1.2394)
H (-3.4562, -3.8933, 4.6498)
H (0.5759, 3.5904, -4.7423)
H (-5.3484, -3.4106, 2.5367)
H (1.1587, -0.2441, -5.8326)
H (-5.3156, -2.9588, -4.4088)
H (-2.4603, -1.9185, -1.2606)
H (1.4956, 1.2777, -6.7414)
H (-0.1159, 3.2114, -6.3833)
H (-5.9104, -5.5316, 3.9030)
H (4.7628, 0.2459, -1.4292)
H (3.7777, 0.3184, 6.5843)
H (3.1897, 1.1654, -1.3271)
H (1.0446, 8.0712, 1.7907)
H (-1.1713, 7.5798, 0.9133)
H (0.4742, -2.2443, 1.8062)
H (5.8085, 1.4583, 0.2856)
H (3.2157, -0.5881, -1.3788)
H (4.7155, -4.2300, -1.2605)
H (-3.1702, -4.4167, 0.9020)
H (0.8608, 6.5890, 2.8304)
H (-5.6967, -1.3888, -5.1614)
H (-0.2588, -0.9988, -4.0199)
H (-3.7292, -1.3628, -3.3903)
H (6.2887, 1.4725, 2.6584)

Atoms 1-3, force components in eV/Å:
Br -0.54 -0.06 0.58
Br 0.07 -0.06 -0.33
V 1.06 -3.88 3.55

Output
Gap between HOMO and LUMO (alpha / beta) ... 5.13 / 5.05 eV
Net charge ... +1
<S²> ... 2.052
Multiplicity ... 3

***

(2)
The following is a quantum chemistry calculation of C45H56FN6OS6V as an isolated structure, from OMol25.

Atoms and positions in Å:
V (-0.3509, -0.4894, 1.8761)
S (4.6365, -0.2660, -0.2650)
S (2.8566, 1.4157, 3.2876)
S (-0.2839, -0.7240, -2.3192)
S (1.5274, 0.9153, 0.6540)
S (5.4085, 0.3739, 2.5419)
S (5.0096, 1.2762, 5.3465)
F (-0.3478, 2.0121, 3.1236)
O (-1.9874, -0.8803, 3.2047)
N (1.1308, -2.0311, 1.6271)
N (-1.7307, 0.9265, 1.0147)
N (-0.3871, -0.4429, 4.7975)
N (2.2927, -1.1858, -2.6846)
N (1.0202, -1.2461, -4.5899)
N (0.3861, -0.8676, 3.7472)
C (-3.1072, -0.1788, -0.6975)
C (-1.6361, -0.4689, 4.3602)
C (2.1146, -1.7879, 5.2518)
C (0.0857, 0.1754, -6.3933)
C (-3.5642, 3.5324, 3.8011)
C (-1.6643, 2.3397, 2.9811)
C (1.0616, -1.0809, -3.2406)
C (-1.9578, 4.4420, -0.5745)
C (3.4642, -3.1433, -3.7085)
C (-0.1518, -0.9590, -5.4028)
C (-3.5166, 0.9377, -2.8035)
C (-5.0145, 0.5256, 5.6867)
C (-4.6964, 1.0244, 6.9417)
C (1.4679, -1.5334, 3.9333)
C (4.4716, 1.0894, 3.7920)
C (5.9473, -3.2782, -4.2605)
C (-0.0502, 3.2973, -1.7608)
C (-2.3749, 0.5308, 6.5478)
C (3.4828, -1.6515, -3.3638)
C (-1.1880, 3.1329, -0.7526)
C (-2.8908, -2.6793, -0.4345)
C (-2.3173, 0.9040, -0.2708)
C (-3.3525, -1.3704, 0.2060)
C (-4.0157, 0.0277, 4.8628)
C (1.9599, -2.1444, 2.6890)
C (3.1415, -2.8755, 2.6139)
C (2.6122, -3.3839, 0.3408)
C (-2.6933, 0.0262, 5.2898)
C (4.5469, 1.2565, -1.2371)
C (3.4698, -3.5011, 1.4257)
C (-2.1015, 1.9884, -1.1471)
C (2.9387, 0.7917, 1.6470)
C (-3.7031, 2.1837, 1.8002)
C (-2.7144, 1.9913, -2.3930)
C (-2.2271, 3.1712, 3.9197)
C (-3.6943, -0.1438, -1.9595)
C (-4.2884, 3.0329, 2.7275)
C (-3.3740, 1.0264, 7.3698)
C (-2.3510, 1.7896, 1.8869)
C (0.1264, 1.5773, -5.7838)
C (4.5208, -3.5236, -4.7406)
C (-4.8188, -1.4575, 0.6359)
C (1.4624, -2.6285, 0.4810)
C (4.1686, 0.3288, 1.3113)
C (1.3253, 1.8707, -4.8869)
H (2.4703, -3.4119, -4.0705)
H (-0.4537, -1.8667, -5.9326)
H (-0.9561, -0.6979, -4.7144)
H (1.0104, -0.0119, -6.9569)
H (-4.2938, 1.8137, 0.9713)
H (2.3458, -0.9609, -1.6965)
H (-0.7963, 1.7387, -5.2173)
H (-3.4886, -2.9229, -1.3178)
H (3.6739, -1.0611, -4.2728)
H (4.7943, 0.9957, -2.2674)
H (-3.9887, 0.9557, -3.7792)
H (-2.9877, -3.5067, 0.2733)
H (3.0811, -1.2764, 5.3055)
H (4.3411, -2.9611, -5.6642)
H (-2.7801, -1.2104, 1.1190)
H (1.2783, 1.3232, -3.9464)
H (-4.9633, -2.2814, 1.3398)
H (-5.1315, -0.5347, 1.1279)
H (-5.3337, 3.2968, 2.6116)
H (4.3178, -1.4319, -2.7018)
H (5.2623, 1.9890, -0.8684)
H (1.3609, 2.9313, -4.6337)
H (-0.7354, 2.8648, 0.2027)
H (2.8264, -3.8543, -0.6088)
H (-3.1219, 1.4235, 8.3458)
H (1.9016, -1.2090, -5.0755)
H (-5.4744, 1.4205, 7.5835)
H (-6.0406, 0.5373, 5.3402)
H (-1.6035, 3.5199, 4.7336)
H (-2.4316, 4.7484, -1.5128)
H (3.6287, -3.7163, -2.7908)
H (-2.7372, 4.3430, 0.1828)
H (-5.4750, -1.6243, -0.2237)
H (-0.4258, 3.6017, -2.7433)
H (6.1187, -2.2276, -4.0190)
H (-1.3394, 0.5396, 6.8605)
H (2.2862, -2.8552, 5.4076)
H (6.6798, -3.5618, -5.0175)
H (-0.7213, 0.1376, -7.1309)
H (0.4941, 2.3589, -1.8785)
H (-1.2802, 5.2427, -0.2657)
H (4.4015, -4.5779, -5.0023)
H (3.7946, -2.9293, 3.4739)
H (-4.0226, 4.1814, 4.5357)
H (0.1145, 2.3014, -6.6040)
H (-1.8489, -2.6132, -0.7570)
H (2.2657, 1.6179, -5.3885)
H (3.5324, 1.6530, -1.1987)
H (0.7843, -2.4642, -0.3509)
H (6.1580, -3.8574, -3.3584)
H (4.3894, -4.0670, 1.3453)
H (-4.2360, -0.3416, 3.8700)
H (-2.5505, 2.8301, -3.0623)
H (1.4772, -1.4042, 6.0438)
H (0.6527, 4.0617, -1.4180)
H (-4.3088, -0.9787, -2.2807)

Atoms 1-3, force components in eV/Å:
V -0.20 0.63 -0.40
S -0.01 -0.09 -0.05
S 0.00 0.13 0.02

Output
Gap between HOMO and LUMO (alpha / beta) ... 5.86 / 6.10 eV
Net charge ... -1
<S²> ... 3.770
ΔE to the lowest compared entry with this formula, charge and spin ... 0.000 eV
Multiplicity ... 4

***

Going through the records in order, we get maximum force values of 5.37; 0.77 eV Å⁻¹.
Going through the records in order, we get E values of -8642.141622; -5585.327383 hartree.